The following is a quantum chemistry calculation of a structure of composition C48H40Cl2GeMoN10O2P, from the OMol25 dataset.

Structure (XYZ):
```
105
Properties=species:S:1:pos:R:3:forces:R:3:lowdin_charge:R:1
Mo 0.219 -0.321 -0.343 1.439 0.631 0.457 1.53
Cl -0.920 -8.193 2.845 0.025 0.002 0.006 0.75
C -0.161 -6.706 2.516 0.263 -0.279 0.157 -0.69
C -0.692 -5.655 1.904 -0.052 0.470 -0.284 -0.02
C 0.362 -4.546 1.877 -0.212 0.045 0.231 -0.42
N 0.662 -3.805 0.665 0.171 0.108 0.015 0.12
C -0.368 -3.414 0.002 -0.538 0.003 0.544 -0.51
O -1.578 -3.608 0.066 0.303 0.297 -0.188 0.08
C -0.112 -2.428 -1.323 -0.318 -0.221 -0.351 -0.25
C 0.095 -3.305 -2.384 0.252 -0.151 0.112 0.00
C -0.811 -3.333 -3.437 -0.065 -0.126 -0.186 0.00
C -1.910 -2.499 -3.391 -0.151 0.090 -0.196 0.01
C -1.944 -1.473 -2.446 0.191 0.083 -0.135 -0.08
N -1.011 -1.401 -1.515 -0.554 -0.712 -0.220 -0.12
C -0.179 -3.506 2.903 0.047 -0.098 -0.258 0.18
C 1.580 -5.203 2.485 0.050 0.400 -0.055 -0.05
C 1.252 -6.426 2.877 -0.093 -0.348 0.076 -0.69
Cl 2.244 -7.553 3.680 -0.023 -0.011 -0.013 0.74
N -0.902 -2.542 2.750 0.336 -0.246 -0.106 0.21
C -1.551 -1.703 1.955 -0.052 0.386 -0.219 -0.34
O -0.922 -0.861 1.245 -0.693 -0.458 0.819 -0.17
C -3.034 -1.724 2.025 0.205 0.045 -0.152 -0.21
C -3.679 -2.386 3.056 0.013 -0.128 0.150 0.02
C -5.064 -2.459 3.016 0.004 -0.047 0.128 -0.03
C -5.726 -1.870 1.957 -0.087 0.057 -0.059 -0.02
C -4.982 -1.206 0.983 0.095 -0.138 -0.038 -0.11
N -3.656 -1.124 1.010 -0.234 -0.130 0.010 0.14
H -1.687 -5.547 1.496 0.141 -0.007 0.113 0.12
H 0.843 -4.081 -2.268 -0.036 0.020 -0.032 0.14
H -0.711 -4.069 -4.227 0.002 0.063 0.049 0.13
H -2.698 -2.569 -4.131 0.042 0.013 0.081 0.13
H -2.676 -0.677 -2.467 -0.032 0.038 -0.055 0.11
H 2.532 -4.703 2.617 -0.169 -0.093 -0.033 0.12
H -3.112 -2.825 3.870 -0.094 0.021 -0.086 0.12
H -5.612 -2.967 3.800 0.040 0.028 -0.040 0.12
H -6.808 -1.907 1.883 0.123 -0.006 -0.012 0.12
H -5.479 -0.719 0.148 0.113 -0.209 0.141 0.10
C 4.098 2.728 -2.997 -0.168 -0.220 0.000 0.01
N 3.082 1.685 -2.783 0.388 0.230 -0.312 -0.09
C 2.632 0.827 -3.756 0.181 0.347 0.045 -0.01
C 1.720 0.023 -3.158 0.026 -0.163 0.277 -0.11
N 1.618 0.376 -1.837 -0.228 -0.297 -0.154 -0.11
C 2.467 1.377 -1.621 0.080 0.118 -0.158 -0.46
P 3.041 1.994 0.006 0.061 0.043 -0.033 1.21
C 1.482 2.269 0.890 -0.053 -0.174 0.089 -0.49
N 0.466 1.420 0.909 -0.561 0.063 0.291 -0.13
C -0.458 1.911 1.811 0.352 -0.130 -0.206 -0.09
C 0.037 3.057 2.346 0.242 0.102 -0.006 -0.01
N 1.262 3.264 1.766 0.147 0.451 0.334 -0.08
C 2.166 4.387 2.053 -0.132 -0.270 0.032 0.01
C 3.246 0.322 0.679 -0.003 -0.062 -0.077 -0.46
N 2.304 -0.611 0.607 -0.130 -0.414 0.065 -0.03
C 2.871 -1.774 1.084 -0.203 0.099 -0.079 -0.07
C 4.156 -1.518 1.457 0.058 0.103 0.012 -0.02
N 4.378 -0.191 1.193 0.451 0.114 0.118 -0.10
C 5.638 0.535 1.428 -0.206 -0.143 -0.042 0.01
H 4.065 3.032 -4.038 -0.050 -0.011 -0.042 0.10
H 5.091 2.353 -2.768 0.046 -0.069 0.028 0.10
H 3.884 3.591 -2.376 -0.068 0.044 0.070 0.08
H 2.961 0.888 -4.783 -0.003 0.020 0.166 0.15
H 1.141 -0.775 -3.587 -0.006 0.027 0.044 0.11
H -1.387 1.413 2.015 -0.030 -0.033 -0.054 0.11
H -0.377 3.733 3.079 0.089 -0.064 -0.104 0.15
H 1.647 5.088 2.697 -0.078 0.032 0.028 0.11
H 2.434 4.894 1.133 -0.004 -0.030 -0.032 0.07
H 3.061 4.038 2.562 0.021 -0.076 0.040 0.10
H 2.313 -2.701 1.076 0.014 0.087 0.002 0.07
H 4.917 -2.160 1.882 -0.139 0.165 -0.094 0.14
H 6.343 -0.145 1.894 -0.009 -0.056 0.014 0.10
H 5.475 1.378 2.094 -0.058 0.009 0.027 0.09
H 6.061 0.888 0.491 -0.042 -0.026 -0.044 0.09
C -0.301 6.171 -0.032 -0.016 -0.004 0.009 -0.07
C 0.729 5.453 -0.628 -0.080 -0.006 -0.094 -0.10
C 0.517 4.138 -1.024 -0.248 0.162 -0.055 -0.17
C -0.723 3.502 -0.860 0.041 0.186 -0.035 -0.30
C -1.751 4.257 -0.285 0.149 0.022 -0.008 -0.08
C -1.541 5.569 0.135 0.025 -0.088 -0.039 -0.06
Ge -1.093 1.697 -1.607 -0.211 0.504 -0.245 1.04
C -3.050 1.580 -1.568 -0.165 -0.139 0.121 -0.34
C -3.749 1.484 -0.361 0.023 0.172 -0.114 -0.15
C -5.135 1.563 -0.329 0.030 0.195 -0.109 -0.11
C -5.850 1.709 -1.513 0.017 -0.009 -0.020 -0.07
C -5.173 1.778 -2.725 0.053 -0.001 0.034 -0.06
C -3.782 1.719 -2.751 -0.042 0.086 -0.001 -0.10
C -0.630 1.953 -3.528 0.044 -0.042 -0.155 -0.30
C -0.732 0.946 -4.496 0.062 0.374 -0.077 -0.15
C -0.446 1.171 -5.837 -0.043 -0.040 0.065 -0.07
C -0.042 2.431 -6.256 0.003 0.048 -0.005 -0.07
C 0.044 3.457 -5.326 -0.019 -0.031 0.087 -0.06
C -0.255 3.222 -3.983 -0.002 -0.108 -0.122 -0.09
H -0.146 7.201 0.272 -0.025 -0.093 -0.032 0.11
H 1.686 5.933 -0.813 -0.082 -0.048 -0.007 0.11
H 1.317 3.625 -1.543 0.064 -0.037 -0.062 0.07
H -2.739 3.829 -0.172 0.010 0.000 -0.001 0.09
H -2.359 6.129 0.573 0.018 -0.022 -0.017 0.11
H -3.209 1.363 0.571 -0.019 0.014 -0.056 0.08
H -5.662 1.510 0.620 0.071 0.085 -0.113 0.11
H -6.933 1.774 -1.492 0.097 0.002 -0.005 0.11
H -5.726 1.900 -3.651 0.051 -0.018 0.083 0.11
H -3.264 1.818 -3.701 -0.075 -0.033 0.077 0.10
H -1.031 -0.045 -4.217 -0.145 -0.348 0.113 0.06
H -0.544 0.366 -6.557 -0.005 0.050 0.075 0.11
H 0.176 2.617 -7.302 -0.006 -0.006 0.087 0.11
H 0.323 4.454 -5.646 -0.016 -0.041 0.031 0.11
H -0.217 4.058 -3.301 0.010 0.006 -0.028 0.08
```
Positions in Å, forces in eV/Å.

Output
Spin multiplicity = 4
Energy above the lowest of the compared OMol25 structures with the same formula, charge and spin = 114.08 kcal/mol
HOMO-LUMO gap (alpha / beta) = 6.08 / 6.22 eV
Total charge = +2



The following is a quantum chemistry calculation of a structure of composition C48H40N3P2RhSi, from the OMol25 dataset.

Structure (XYZ):
```
95
Properties=species:S:1:pos:R:3:forces:R:3:lowdin_charge:R:1
Rh -0.689 0.069 0.005 0.646 -0.617 -0.316 0.52
C -1.784 -0.877 3.263 -0.231 -0.107 0.051 -0.17
Si -0.353 -0.232 2.284 -0.110 0.406 -0.415 0.59
C 0.937 -1.573 2.272 0.194 -0.139 0.093 -0.29
C 1.178 -2.370 3.396 -0.012 -0.062 -0.063 -0.07
C 2.018 -3.471 3.315 -0.047 0.024 0.021 -0.04
C 2.637 -3.794 2.112 0.024 -0.003 -0.040 -0.03
C 2.439 -3.002 0.993 0.018 0.025 0.047 -0.07
C 1.590 -1.900 1.076 -0.092 -0.093 -0.075 -0.37
P 1.485 -0.666 -0.245 0.309 0.841 0.624 1.01
C 1.546 -1.450 -1.854 -0.299 -0.013 -0.076 -0.36
C 1.886 -0.680 -2.971 0.011 -0.102 -0.078 -0.10
C 1.838 -1.245 -4.233 -0.024 -0.016 -0.006 -0.05
C 1.435 -2.568 -4.391 -0.004 0.021 -0.013 -0.04
C 1.076 -3.328 -3.287 -0.022 0.026 0.010 -0.05
C 1.118 -2.768 -2.018 -0.013 -0.008 -0.001 -0.09
C 3.073 0.182 0.044 0.006 -0.104 -0.216 -0.32
C 3.234 0.884 1.236 -0.036 0.007 0.116 -0.10
C 4.484 1.338 1.623 -0.064 0.015 0.014 -0.06
C 5.588 1.107 0.812 0.001 -0.009 -0.019 -0.05
C 5.437 0.411 -0.377 -0.004 -0.013 0.027 -0.05
C 4.188 -0.063 -0.756 -0.043 0.027 -0.077 -0.07
C -0.055 1.522 2.855 0.247 -0.015 0.282 -0.30
C 0.099 1.787 4.219 0.000 0.095 -0.016 -0.07
C 0.143 3.091 4.693 -0.022 -0.069 -0.025 -0.04
C 0.002 4.155 3.811 0.013 0.003 -0.026 -0.04
C -0.150 3.913 2.455 0.000 -0.012 -0.004 -0.07
C -0.153 2.602 1.973 -0.017 0.258 -0.033 -0.35
P -0.246 2.282 0.191 0.005 -0.675 0.500 1.01
C 1.242 2.919 -0.586 0.046 -0.119 -0.124 -0.38
C 1.339 2.735 -1.968 0.010 0.039 -0.019 -0.11
C 2.426 3.235 -2.660 0.030 -0.006 0.021 -0.06
C 3.421 3.928 -1.976 -0.003 -0.007 -0.023 -0.04
C 3.320 4.122 -0.608 0.006 -0.004 0.031 -0.04
C 2.233 3.614 0.093 0.037 0.004 0.019 -0.08
C -1.517 3.309 -0.577 -0.150 -0.180 -0.206 -0.33
C -2.713 2.768 -1.044 0.000 0.119 -0.017 -0.09
C -3.652 3.577 -1.669 0.052 0.029 0.027 -0.05
C -3.391 4.927 -1.847 -0.017 -0.021 0.000 -0.05
C -2.187 5.468 -1.410 -0.002 0.034 0.000 -0.04
C -1.247 4.665 -0.788 -0.055 0.008 0.056 -0.08
H -1.407 -1.167 4.250 -0.041 0.008 -0.017 0.05
H -2.232 -1.766 2.812 0.027 0.003 0.033 0.05
H -2.558 -0.127 3.422 0.007 -0.027 0.021 0.04
H 0.705 -2.141 4.344 -0.019 -0.035 -0.029 0.11
H 2.184 -4.087 4.188 0.025 0.019 -0.003 0.12
H 3.286 -4.657 2.052 -0.009 0.004 -0.001 0.12
H 2.957 -3.231 0.069 -0.007 -0.005 0.019 0.12
H 2.206 0.346 -2.847 0.018 0.013 -0.006 0.09
H 2.117 -0.659 -5.099 -0.005 -0.004 0.009 0.12
H 1.397 -3.005 -5.380 0.026 0.007 0.014 0.12
H 0.766 -4.357 -3.412 -0.004 0.009 0.014 0.11
H 0.830 -3.363 -1.159 0.063 0.004 -0.053 0.07
H 2.384 1.061 1.886 0.003 -0.001 0.003 0.09
H 4.597 1.863 2.563 -0.003 0.006 -0.036 0.12
H 6.566 1.459 1.115 -0.017 -0.008 -0.003 0.12
H 6.297 0.209 -1.001 -0.018 0.019 -0.010 0.12
H 4.100 -0.638 -1.668 -0.001 0.001 0.009 0.10
H 0.174 0.969 4.928 -0.006 0.021 -0.015 0.11
H 0.264 3.277 5.753 0.007 0.005 -0.012 0.12
H 0.011 5.172 4.178 -0.012 -0.020 -0.002 0.12
H -0.272 4.748 1.776 0.024 -0.008 0.021 0.11
H 0.552 2.213 -2.504 -0.009 0.025 -0.010 0.11
H 2.497 3.101 -3.732 -0.002 -0.004 0.010 0.12
H 4.271 4.324 -2.516 -0.021 0.003 0.006 0.12
H 4.089 4.671 -0.080 -0.001 -0.017 -0.001 0.12
H 2.166 3.761 1.163 0.013 -0.001 0.002 0.11
H -2.910 1.712 -0.946 -0.008 0.036 -0.015 0.06
H -4.583 3.153 -2.022 0.023 -0.012 -0.022 0.11
H -4.117 5.558 -2.343 0.011 -0.007 0.020 0.12
H -1.974 6.516 -1.571 -0.009 -0.010 0.017 0.12
H -0.303 5.094 -0.479 0.013 -0.005 -0.049 0.11
C -5.010 0.076 0.639 -0.190 -0.221 -0.082 -0.01
C -3.674 0.282 0.856 0.279 -0.328 -0.025 -0.15
N -2.729 -0.407 0.167 -0.840 0.785 -0.127 -0.08
C -3.126 -1.354 -0.689 0.629 0.355 -0.029 -0.08
C -4.447 -1.729 -0.857 -0.228 -0.608 -0.158 -0.17
C -5.398 -0.942 -0.237 -0.261 0.121 0.274 0.03
C -4.834 -2.901 -1.674 -0.195 0.717 0.224 -0.02
C -4.175 -4.030 -1.911 0.505 -0.671 0.165 0.00
C -2.923 -4.599 -1.324 -0.566 0.383 -0.346 -0.25
C -2.528 -5.864 -1.723 0.160 -0.310 -0.098 0.01
C -1.383 -6.398 -1.146 -0.131 -0.012 -0.046 -0.10
N -0.666 -5.730 -0.245 -0.129 0.261 -0.032 0.10
C -1.139 -4.528 0.075 -0.110 -0.027 0.059 -0.21
N -2.227 -3.929 -0.403 0.395 -0.115 0.193 0.12
H -5.741 0.678 1.159 -0.003 -0.024 -0.018 0.13
H -3.321 1.015 1.568 0.039 0.070 -0.072 0.12
H -2.357 -1.801 -1.302 0.005 -0.064 0.055 0.11
H -6.449 -1.140 -0.414 0.019 0.026 0.063 0.14
H -5.835 -2.846 -2.093 0.109 0.151 -0.130 0.12
H -4.678 -4.718 -2.582 0.045 -0.065 0.089 0.12
H -3.093 -6.415 -2.464 0.030 -0.031 0.054 0.12
H -1.035 -7.390 -1.407 0.005 0.027 -0.035 0.12
H -0.565 -3.967 0.808 -0.021 -0.027 0.055 0.10
```
Positions in Å, forces in eV/Å.

Output
Energy above the lowest of the compared OMol25 structures with the same formula, charge and spin = 8.81 kcal/mol
HOMO-LUMO gap = 7.24 eV
Total charge = +2



no.,DFT total energy (eV)
1,-162110.2809
2,-84348.2532